1.
{
  "formula": "C40H74F6O20S8",
  "method": "the ωB97M-V functional and the def2-TZVPD basis",
  "symbols": ["C", "C", "C", "S", "O", "O", "C", "H", "H", "H", "H", "H", "H", "H", "H", "C", "C", "C", "S", "O", "O", "C", "H", "H", "H", "H", "H", "H", "H", "H", "C", "C", "C", "S", "O", "O", "C", "H", "H", "H", "H", "H", "H", "H", "H", "C", "C", "C", "S", "O", "O", "C", "H", "H", "H", "H", "H", "H", "H", "H", "C", "C", "C", "S", "O", "O", "C", "H", "H", "H", "H", "H", "H", "H", "H", "C", "C", "C", "S", "O", "O", "C", "H", "H", "H", "H", "H", "H", "H", "H", "C", "C", "C", "S", "O", "O", "C", "H", "H", "H", "H", "H", "H", "H", "H", "C", "C", "C", "S", "O", "O", "C", "H", "H", "H", "H", "H", "H", "H", "H", "C", "C", "O", "C", "O", "C", "F", "F", "F", "H", "H", "H", "H", "H", "C", "C", "O", "C", "O", "C", "F", "F", "F", "H", "H", "H", "H", "H"],
  "coordinates": [[-0.24109, 5.46995, 2.45486], [-1.66891, 5.89191, 2.82904], [-2.70809, 5.57129, 1.74200], [-2.08109, 3.98699, 1.08047], [-2.05328, 4.01446, -0.34458], [-2.64233, 2.86973, 1.88042], [-0.33752, 4.16166, 1.70394], [0.27903, 5.33894, 3.40376], [0.36980, 6.24774, 1.99666], [-1.56472, 6.97086, 2.94350], [-2.01925, 5.44535, 3.75961], [-2.53764, 6.16966, 0.84701], [-3.73978, 5.33112, 1.99895], [0.30484, 4.07725, 0.82739], [-0.12712, 3.20811, 2.18827], [-2.00538, -6.05791, -0.32743], [-1.75669, -5.10844, -1.53278], [-1.61768, -5.92392, -2.76325], [-2.67573, -7.44732, -2.61607], [-1.79819, -8.59851, -2.83769], [-4.00388, -7.32480, -3.35254], [-3.04210, -7.10260, -0.78841], [-2.40731, -5.49144, 0.51261], [-1.10762, -6.54959, 0.04724], [-0.87724, -4.48010, -1.39188], [-2.64973, -4.51071, -1.71525], [-0.59042, -6.28836, -2.75957], [-1.79229, -5.42607, -3.71706], [-3.13126, -8.03385, -0.22902], [-4.05093, -6.69032, -0.80804], [5.25727, 0.68035, 0.24419], [5.21923, -0.58710, 1.16506], [5.48688, -1.85729, 0.34738], [5.20394, -1.47528, -1.42457], [4.09819, -2.24641, -1.98678], [6.48544, -1.31201, -2.10091], [4.61131, 0.19994, -1.08937], [6.23061, 1.13801, 0.06739], [4.62330, 1.52585, 0.51120], [4.19740, -0.58042, 1.54442], [5.94499, -0.45573, 1.96763], [4.70292, -2.59792, 0.50537], [6.44643, -2.35019, 0.50365], [3.53607, 0.21386, -0.91114], [4.90719, 0.77048, -1.96974], [-0.05406, -2.11102, 4.35042], [0.85739, -2.80971, 3.32088], [-0.07308, -3.43602, 2.26448], [-1.75839, -3.65341, 3.06039], [-2.14034, -5.07316, 3.05357], [-2.74459, -2.71609, 2.50654], [-1.14864, -3.10084, 4.71711], [-0.51814, -1.25113, 3.86740], [0.44546, -1.77471, 5.25899], [1.39120, -3.60139, 3.84660], [1.62456, -2.12698, 2.95562], [0.16912, -4.41920, 1.86099], [-0.25011, -2.79497, 1.40088], [-0.75221, -4.03993, 5.10322], [-1.95923, -2.63373, 5.27643], [2.82274, -3.53533, -6.09413], [2.86045, -2.04494, -5.93704], [2.13357, -1.72762, -4.59273], [0.92415, -3.06529, -4.19526], [-0.41269, -2.56708, -4.47458], [1.30350, -3.63823, -2.87922], [1.42291, -4.08974, -5.56624], [3.53605, -3.95182, -5.38290], [2.88643, -3.92136, -7.11150], [2.22866, -1.68360, -6.74845], [3.80412, -1.49965, -5.95307], [1.60896, -0.77260, -4.62173], [2.81527, -1.66764, -3.74432], [0.51905, -3.93995, -6.15674], [1.37463, -5.09847, -5.15609], [-4.97478, 1.17348, 4.81490], [-4.69007, 2.67655, 5.09128], [-3.18405, 2.89109, 5.31709], [-2.28602, 1.22092, 5.28229], [-2.28038, 0.60103, 6.60930], [-1.06784, 1.36373, 4.50025], [-3.64566, 0.49134, 4.26658], [-5.77738, 1.07494, 4.08399], [-5.21891, 0.82030, 5.81677], [-5.16116, 2.89085, 6.05057], [-5.13561, 3.13937, 4.21072], [-2.89757, 3.35007, 6.26332], [-2.82575, 3.44290, 4.44806], [-3.41787, -0.57459, 4.26576], [-3.43588, 0.85530, 3.26079], [3.42504, 1.76125, 3.29850], [2.02179, 1.58301, 3.78806], [2.06766, 1.66099, 5.33657], [3.14998, 3.10487, 5.71488], [3.93612, 2.67424, 6.88310], [2.47647, 4.39593, 5.71518], [4.12825, 2.91151, 4.09300], [3.29431, 2.10716, 2.27314], [4.06310, 0.88298, 3.20035], [1.67878, 0.56017, 3.63234], [1.34293, 2.36086, 3.43848], [2.53829, 0.72668, 5.64266], [1.09532, 1.91736, 5.75721], [5.18649, 2.70552, 4.25364], [4.02777, 3.88123, 3.60550], [-1.75015, -0.13401, -0.41700], [-0.77772, -0.72301, -1.46525], [0.67449, -0.28565, -1.25540], [0.77014, 0.34203, 0.49390], [1.09925, 1.75785, 0.48390], [1.66817, -0.60274, 1.19059], [-1.03141, -0.00215, 0.98011], [-2.76298, -0.53393, -0.36846], [-1.91433, 0.91682, -0.65554], [-1.14651, -0.49028, -2.46421], [-0.85363, -1.80712, -1.38134], [1.03299, 0.41608, -2.00851], [1.33165, -1.14479, -1.38996], [-1.08005, 0.88530, 1.61110], [-1.02286, -0.93683, 1.54083], [-2.28959, 1.07209, -4.91525], [-3.17318, 1.79638, -3.86875], [-4.44035, 1.94681, -4.45968], [-5.28642, 0.95771, -4.40979], [-5.06147, -0.11879, -3.91112], [-6.59137, 1.17805, -5.08869], [-6.86630, 0.25817, -5.98287], [-7.58130, 1.16737, -4.19546], [-6.59844, 2.35746, -5.73528], [-2.26211, 1.69369, -5.81022], [-2.87168, 0.20572, -5.22940], [-1.29639, 0.71265, -4.64608], [-2.82536, 2.82115, -3.73857], [-3.18091, 1.33540, -2.88106], [3.43346, 3.86217, -1.71394], [2.02958, 3.24106, -1.95920], [1.58151, 3.39031, -3.30247], [2.16370, 2.65315, -4.34950], [3.02147, 1.82395, -4.12541], [1.50112, 2.76038, -5.72075], [1.91161, 3.79540, -6.47707], [1.55263, 1.60090, -6.38335], [0.21119, 2.90403, -5.55264], [4.25557, 3.30134, -2.15858], [3.59649, 4.06600, -0.65566], [3.42963, 4.82434, -2.22613], [1.35428, 3.83302, -1.34142], [2.01790, 2.20987, -1.60620]],
  "lowdin_charge": [-0.194, -0.211, -0.188, 0.706, -0.323, -0.363, -0.205, 0.113, 0.119, 0.115, 0.102, 0.101, 0.105, 0.072, 0.063, -0.201, -0.233, -0.243, 0.775, -0.361, -0.389, -0.190, 0.088, 0.116, 0.097, 0.124, 0.098, 0.104, 0.099, 0.094, -0.181, -0.196, -0.194, 0.712, -0.344, -0.328, -0.226, 0.113, 0.087, 0.078, 0.114, 0.094, 0.105, 0.078, 0.097, -0.231, -0.198, -0.181, 0.720, -0.353, -0.353, -0.198, 0.087, 0.125, 0.114, 0.085, 0.098, 0.070, 0.107, 0.105, -0.182, -0.198, -0.203, 0.687, -0.350, -0.353, -0.210, 0.119, 0.115, 0.112, 0.124, 0.079, 0.060, 0.095, 0.101, -0.176, -0.206, -0.187, 0.705, -0.334, -0.353, -0.183, 0.111, 0.106, 0.109, 0.110, 0.100, 0.057, 0.079, 0.078, -0.220, -0.241, -0.203, 0.726, -0.365, -0.344, -0.160, 0.087, 0.101, 0.098, 0.096, 0.111, 0.085, 0.094, 0.086, -0.164, -0.195, -0.183, 0.747, -0.340, -0.360, -0.138, 0.125, 0.089, 0.097, 0.101, 0.084, 0.086, 0.063, 0.055, -0.038, -0.179, 0.047, -0.415, 0.166, -0.577, 0.201, 0.179, 0.158, 0.079, 0.077, 0.064, 0.127, 0.116, -0.044, -0.211, 0.003, -0.282, 0.145, -0.562, 0.175, 0.168, 0.174, 0.065, 0.076, 0.079, 0.114, 0.072]
}

=====

2.
{
  "formula": "C14H42NO10",
  "method": "the ωB97M-V functional and the def2-TZVPD basis",
  "e_above_lowest_kcal_mol": 248.2,
  "charge": -1,
  "symbols": ["N", "O", "O", "O", "C", "C", "O", "H", "H", "H", "H", "H", "H", "C", "C", "O", "H", "H", "H", "H", "H", "H", "C", "C", "O", "H", "H", "H", "H", "H", "H", "C", "C", "O", "H", "H", "H", "H", "H", "H", "C", "C", "O", "H", "H", "H", "H", "H", "H", "C", "C", "O", "H", "H", "H", "H", "H", "H", "C", "C", "O", "H", "H", "H", "H", "H", "H"],
  "coordinates": [[-0.12602, -0.38555, -0.09052], [-0.99095, 0.43417, 0.35854], [0.78430, -0.76213, 0.57508], [-0.06056, -0.46686, -1.31666], [0.69414, 4.15101, -2.33179], [0.10681, 2.88442, -1.66843], [-0.50913, 1.95969, -2.55511], [1.28034, 3.93056, -3.09035], [0.96339, 5.00941, -1.83766], [-0.26521, 4.93823, -2.72139], [-0.65504, 3.09756, -0.91104], [0.68365, 1.93957, -1.22014], [-0.61704, 1.09176, -1.97209], [-3.88114, 4.14145, 0.50579], [-3.57756, 2.74161, 1.05622], [-3.38381, 1.97783, -0.15875], [-3.30692, 4.63364, -0.28136], [-3.87984, 4.69876, 1.36698], [-4.96490, 4.25292, 0.12027], [-4.46068, 2.62076, 1.72347], [-2.65349, 2.74371, 1.53958], [-2.62622, 1.40256, 0.15280], [3.78237, -4.83205, 1.51357], [3.34480, -3.53241, 0.85147], [2.19339, -3.12261, 1.52268], [2.88252, -5.50127, 1.30698], [3.99750, -4.66329, 2.47643], [4.26349, -5.53294, 0.79766], [2.91643, -3.73881, -0.14343], [4.19175, -2.94751, 0.93446], [1.80172, -2.28623, 1.29956], [-2.51241, -1.77195, -3.24928], [-2.82088, -0.33431, -3.16142], [-4.19975, -0.11799, -3.03255], [-3.20668, -2.36178, -2.54243], [-1.40135, -2.00143, -3.02470], [-2.56890, -2.08500, -4.21817], [-2.42399, 0.35567, -4.05451], [-2.32110, -0.02857, -2.40098], [-4.47660, 0.79269, -2.80454], [-1.57741, -3.01060, 4.15049], [-0.87777, -2.38230, 2.92861], [-1.42074, -1.10139, 2.73243], [-1.71686, -2.40132, 5.02521], [-0.83738, -3.92505, 4.54515], [-2.41159, -3.60137, 3.99323], [-1.09116, -2.90992, 1.91313], [0.27059, -2.26940, 3.19125], [-1.11999, -0.60939, 1.80352], [3.86699, -2.80491, -2.88440], [2.56503, -2.17171, -2.49061], [2.87576, -1.13243, -1.51340], [4.50792, -2.17168, -3.37265], [3.72840, -3.47533, -3.49775], [4.25216, -3.07883, -1.97132], [1.80577, -2.72481, -2.02589], [2.17543, -1.57478, -3.31325], [2.03075, -0.73034, -1.23452], [0.89101, 4.08979, 2.46962], [1.01548, 2.52053, 2.47163], [2.12457, 2.15703, 3.16671], [1.04663, 4.53825, 3.50564], [0.06808, 4.48983, 1.93894], [1.89167, 4.27606, 2.17467], [0.94184, 2.35045, 1.50564], [0.02482, 2.15660, 2.89633], [2.97353, 2.17173, 2.57735]],
  "nbo_charge": [0.734, -0.591, -0.473, -0.531, -0.601, -0.090, -0.786, 0.198, 0.221, 0.173, 0.163, 0.175, 0.500, -0.613, -0.068, -0.743, 0.210, 0.185, 0.187, 0.160, 0.168, 0.503, -0.646, -0.054, -0.764, 0.206, 0.210, 0.218, 0.158, 0.158, 0.507, -0.624, -0.038, -0.752, 0.214, 0.221, 0.192, 0.136, 0.163, 0.484, -0.609, -0.063, -0.796, 0.212, 0.174, 0.197, 0.165, 0.166, 0.500, -0.609, -0.058, -0.771, 0.201, 0.187, 0.209, 0.174, 0.162, 0.489, -0.644, -0.041, -0.712, 0.192, 0.207, 0.192, 0.166, 0.167, 0.472]
}

=====

3.
{
  "formula": "C4H2FO6Tl",
  "method": "the ωB97M-V functional and the def2-TZVPD basis",
  "symbols": ["O", "C", "O", "O", "Tl", "O", "C", "C", "O", "O", "C", "H", "F", "H"],
  "coordinates": [[-2.33014, -1.63484, -0.54267], [-1.98245, -0.51936, -0.11341], [-2.71549, 0.26966, 0.51294], [-0.69355, -0.15619, -0.42591], [-4.70628, -1.46336, 0.39855], [2.40895, 0.09491, -1.20737], [2.76718, -0.92947, -0.56952], [1.34962, 0.74786, 0.35689], [3.39273, -1.91572, -0.65386], [1.73489, -0.35720, 0.95421], [-0.15086, 0.95392, 0.17046], [1.87318, 1.68213, 0.62177], [-0.32142, 2.05500, -0.63941], [-0.62635, 1.17266, 1.13734]],
  "nbo_charge": [-0.783, 0.975, -0.805, -0.511, 0.898, -0.616, 1.078, 0.496, -0.452, -0.678, 0.370, 0.172, -0.348, 0.204]
}

=====

4.
{
  "formula": "C2H4NO",
  "method": "the ωB97M-V functional and the def2-TZVPD basis",
  "e_above_lowest_kcal_mol": 108.1,
  "charge": 1,
  "symbols": ["C", "C", "N", "O", "H", "H", "H", "H"],
  "coordinates": [[0.62446, 0.25535, -0.35619], [-0.64409, -0.32925, 0.01394], [-1.43644, 0.65427, -0.87415], [-1.39199, 1.29966, -1.83191], [1.18099, 0.11654, -1.31214], [-1.11213, -0.13503, 1.07550], [-1.07369, -1.33689, -0.34878], [1.30703, 0.73474, 0.42084]],
  "nbo_charge": [-0.165, -0.370, 0.370, 0.013, 0.247, 0.316, 0.332, 0.256]
}

=====

5.
{
  "formula": "C3H4Cl2S",
  "method": "the ωB97M-V functional and the def2-TZVPD basis",
  "e_above_lowest_kcal_mol": 14.3,
  "symbols": ["C", "C", "C", "H", "H", "H", "H", "S", "Cl", "Cl"],
  "coordinates": [[-0.70845, -0.16806, 0.38142], [0.83133, -0.47714, 0.38580], [0.32042, 0.91530, 0.35983], [-0.99168, -0.80003, -1.86454], [-1.22789, -0.25507, 1.31021], [1.25685, -0.89783, 1.28637], [0.51809, 1.44946, 1.24524], [-1.87857, -0.56530, -0.95102], [1.53769, -1.08929, -1.08340], [0.34221, 1.88795, -1.06992]],
  "nbo_charge": [-0.364, -0.244, -0.267, 0.130, 0.237, 0.240, 0.229, 0.027, 0.001, 0.012]
}

=====

6.
{
  "formula": "C7H10N3",
  "method": "the ωB97M-V functional and the def2-TZVPD basis",
  "e_above_lowest_kcal_mol": 69.7,
  "charge": 1,
  "symbols": ["C", "C", "C", "C", "C", "C", "C", "N", "N", "N", "H", "H", "H", "H", "H", "H", "H", "H", "H", "H"],
  "coordinates": [[0.79990, 0.31749, 0.12727], [-0.09435, 0.06722, -1.08432], [-1.12133, 1.18111, 1.27248], [0.37714, 1.06365, 1.17224], [-0.08961, -1.34358, -1.60729], [-1.54251, -0.15439, -0.65008], [1.20497, 1.38483, 2.33479], [-1.28207, -1.56103, -0.94291], [-2.02569, 0.59395, 0.65125], [0.76868, -2.05762, -2.25846], [1.85763, -0.04560, 0.13387], [0.28760, 0.83215, -1.87117], [-1.44106, 1.84781, 2.06736], [-2.49871, 0.14712, -1.29495], [2.24596, 1.72333, 2.16442], [1.22727, 0.66430, 3.13709], [1.00147, 2.20257, 2.99329], [-1.93068, -2.31422, -1.21285], [0.60303, -2.90824, -2.68873], [1.65235, -1.64083, -2.44329]],
  "nbo_charge": [-0.156, -0.339, 0.125, -0.046, 0.576, 0.084, -0.695, -0.512, -0.361, -0.685, 0.228, 0.279, 0.203, 0.240, 0.249, 0.253, 0.258, 0.432, 0.433, 0.434]
}

=====

no.,E_tot (Ha)
1,-6857.851498
2,-1365.352085
3,-877.387358
4,-208.098313
5,-1435.235863
6,-436.655141